Entry A
21
Properties=species:S:1:pos:R:3 method="wB97M-V/def2-TZVPD" homo_energy_ha=-0.321 total_charge=0 gap_ev=8.91 smiles="CCC(=O)[SiH2]C(=O)CC"
C 1.36774 0.48770 0.97870
C -1.22865 0.29360 -0.30954
C 2.27633 0.34837 -1.54642
C -3.45879 -0.58743 0.20651
C 2.25791 -0.20508 -0.08873
C -1.93732 -0.61877 0.58809
O 1.43371 0.13852 2.14776
O -1.41867 0.25839 -1.52405
Si -0.12956 1.77395 0.34439
H 2.94477 1.16434 -1.54985
H 1.26467 0.50832 -1.93370
H 2.75998 -0.45897 -2.22606
H -3.63726 0.51384 0.22230
H -3.75788 -1.23486 -0.56305
H -3.96731 -0.97837 1.09599
H 1.82908 -1.17635 -0.19322
H 3.28187 -0.31036 0.32862
H -1.76894 -0.23802 1.60274
H -1.45397 -1.63903 0.29831
H -0.61809 2.25299 1.72040
H 0.16060 2.65975 -0.81549

---

Entry B
21
Properties=species:S:1:pos:R:3 method="wB97M-V/def2-TZVPD" homo_energy_ha=-0.356 total_charge=0 gap_ev=10.53 smiles=O[Si@H]1CCCCO1.C#C
C -1.44530 0.12722 3.60436
C -1.00098 1.20652 3.84124
C 0.88267 -0.70000 0.45757
C 1.24093 -0.82151 -1.01937
C 0.60140 0.80261 0.81431
C -0.03212 -0.62466 -1.85930
O -0.03219 1.57010 -0.19576
O -1.25577 2.16788 -2.39523
Si -0.96255 0.93902 -1.33259
H -1.76278 -0.93435 3.59729
H -2.33331 1.03435 -0.76495
H -0.72054 2.24394 3.61339
H -0.15076 -1.18893 0.62182
H 1.73475 -1.21839 1.03353
H 1.99367 -0.01392 -1.35257
H 1.73565 -1.69970 -1.35452
H -0.08726 0.76849 1.71501
H 1.63568 1.19929 1.08899
H 0.30383 -0.49536 -2.85116
H -0.61584 -1.56666 -1.81891
H -0.62162 2.63564 -2.95070

---

We find entry B to be the most stable, with the next structure 27.6 kcal/mol higher.

---

Entry A
13
Properties=species:S:1:pos:R:3 method="wB97M-V/def2-TZVPD" homo_energy_ha=-0.297 total_charge=0 gap_ev=8.38 smiles="[H]/N=c1/[nH]c(C#C)c(O)o1"
C -0.01476 0.99915 0.01548
C 1.56559 -0.62310 -0.02006
C -0.72960 -0.13939 0.27194
C -2.09488 -0.60104 0.12813
C -3.30316 -0.77690 -0.09111
H 0.45564 2.73838 0.33314
H 3.36776 -0.38570 0.17503
H -0.05435 -2.22595 0.35554
H -4.38879 -1.05030 -0.23592
N 2.69245 -1.13095 -0.06209
N 0.27475 -1.21420 -0.18599
O -0.35112 2.26206 -0.14411
O 1.26491 0.76136 0.05442

---

Entry B
13
Properties=species:S:1:pos:R:3 method="wB97M-V/def2-TZVPD" homo_energy_ha=-0.342 total_charge=0 gap_ev=8.46
C 3.22042 -0.84855 -0.22267
C 1.49371 0.47881 0.35200
C -1.82101 0.72186 -0.09911
C -3.01557 -0.14219 -0.30733
C -4.11377 -0.81171 -0.19953
H 3.51448 -1.81148 -0.15551
H 2.18712 1.41853 0.10652
H -1.81986 1.79906 -0.15337
H -5.03221 -1.35656 0.37178
N 0.36170 1.13516 0.19205
N -0.72945 0.04477 0.09876
O 3.97552 0.18765 -0.50468
O 1.77892 -0.81534 0.52109

---

We find entry A to be the most stable, with the next structure 77.2 kcal/mol higher.

---

Entry A
9
Properties=species:S:1:pos:R:3 method="wB97M-V/def2-TZVPD" homo_energy_ha=-0.123 total_charge=-1 gap_ev=6.82
C -0.75078 -0.15118 -0.18790
C 0.60222 -0.58086 0.23610
O 1.72009 -1.11566 -2.14112
O 3.05397 -1.86382 -0.22347
S -0.75304 -1.37197 1.17474
S 1.78132 -1.96324 -0.95845
H -1.24802 0.78697 0.09541
H -0.97466 -0.69847 -1.04627
H 1.23324 0.10217 0.94459

---

Entry B
9
Properties=species:S:1:pos:R:3 method="wB97M-V/def2-TZVPD" homo_energy_ha=-0.118 total_charge=-1 gap_ev=6.65
C -0.68333 -0.00722 -0.65463
C 0.53964 0.76456 0.92898
O -1.09649 0.77301 -1.48336
O -1.18299 -1.32724 -0.79802
S 2.05399 0.23264 0.22022
S -0.05090 0.22480 2.42065
H 0.37291 1.76925 0.62562
H -1.81393 -1.41463 -1.66425
H 1.86110 -1.01517 0.40477

---

Entry C
9
Properties=species:S:1:pos:R:3 method="wB97M-V/def2-TZVPD" homo_energy_ha="-0.147 / -0.150" total_charge=-1 gap_ev="6.07 / 6.78"
C -0.99390 -0.29215 1.30382
C -0.39083 0.49224 0.36922
O 2.24309 0.31159 -0.15433
O 0.89218 -1.68101 -0.81834
S 0.49667 1.25413 -3.39980
S 1.01480 -0.21492 -0.79831
H -1.77928 -0.05044 1.87600
H -0.90442 -1.35332 1.54287
H -0.57831 1.53389 0.07888

---

We find entry A to be the most stable, with the next structure 6.7 kcal/mol higher.

---

Entry A
13
Properties=species:S:1:pos:R:3 method="wB97M-V/def2-TZVPD" homo_energy_ha=-0.759 total_charge=+2 gap_ev=9.95
C 0.47565 0.60704 -0.35323
C -1.74312 -0.20903 -0.37887
C 1.82680 0.23630 -0.38633
N -0.44998 -0.15813 -0.36749
N 2.41158 -0.56959 0.38542
N -2.58187 -0.12214 0.59440
H 0.36588 1.69759 -0.51192
H -2.13037 -0.54986 -1.33899
H 2.47464 0.71523 -1.11017
H 1.70071 -1.06988 1.09256
H 3.40056 -0.71837 0.47325
H -3.52434 0.00610 0.41827
H -2.22614 0.13473 1.48310

---

Entry B
13
Properties=species:S:1:pos:R:3 method="wB97M-V/def2-TZVPD" homo_energy_ha=-0.785 total_charge=+2 gap_ev=11.71
C -0.12694 -0.37716 0.94090
C -0.08678 0.37140 -0.89818
C 0.95338 0.31943 0.14878
N -1.08768 0.04141 -0.02845
N -0.33227 -1.19424 1.93358
N -0.05816 0.67888 -2.16590
H 0.99501 1.41292 0.56095
H 1.84899 -0.07561 -0.18813
H -2.18335 0.02733 -0.07981
H 0.38939 -1.50152 2.69123
H -1.30999 -1.43856 2.21243
H 0.63503 1.20240 -2.63292
H -0.98139 0.72175 -2.63553

---

We find entry B to be the most stable, with the next structure 14.1 kcal/mol higher.

---

Entry A
13
Properties=species:S:1:pos:R:3 method="wB97M-V/def2-TZVPD" homo_energy_ha="-0.590 / -0.596" total_charge=+1 spin_multiplicity=2 gap_ev="12.52 / 7.66"
C -0.68732 0.50462 0.61023
C -0.00785 -0.17131 -0.75750
C 1.48549 0.16678 -0.82495
N -1.48363 -0.36384 1.34925
H -1.03873 1.58935 0.24770
H 0.15529 0.73062 1.48316
H -0.67491 0.02923 -1.69636
H -0.15948 -1.31930 -0.69807
H 2.01392 0.21067 0.09583
H 1.62863 1.07636 -1.41651
H 2.15259 -0.69830 -1.26879
H -0.94557 -1.09356 1.81049
H -2.43843 -0.66133 1.06552

---

Entry B
13
Properties=species:S:1:pos:R:3 method="wB97M-V/def2-TZVPD" homo_energy_ha="-0.502 / -0.502" total_charge=+1 spin_multiplicity=2 gap_ev="7.27 / 5.71"
N 1.74751 1.19171 1.90940
H 2.55521 0.58322 1.98288
H 0.94606 0.69798 2.28510
H 1.85152 1.85551 2.66505
C -0.66267 -1.21410 -0.09998
C -1.15244 -0.59308 -1.34122
C -0.61659 0.52317 -1.94384
H -1.48816 -1.47958 0.56476
H 0.04883 -0.55180 0.39274
H -0.21294 -2.18576 -0.38403
H -2.14427 -0.85262 -1.74331
H -1.27604 1.39587 -1.98172
H 0.40397 0.62948 -2.30583

---

We find entry A to be the most stable, with the next structure 5.5 kcal/mol higher.

---

Entry A
18
Properties=species:S:1:pos:R:3 method="wB97M-V/def2-TZVPD" homo_energy_ha="-0.749 / -0.658" total_charge=+2 spin_multiplicity=2 gap_ev="12.03 / 2.78"
C -2.36773 -0.09180 -1.73345
N -2.00529 -0.03511 -0.45113
H -3.12975 0.43145 -2.20044
H -1.52901 -0.48472 -2.29074
H -1.13333 -0.47218 -0.01036
H -2.71469 0.28980 0.18640
H 0.17527 0.16789 3.80996
H 0.14003 -0.92122 4.71155
O -0.03867 -0.78192 3.77368
H 0.31934 -1.27546 1.75008
H 1.02857 -1.09702 0.37882
O 0.26718 -0.86958 0.86285
H 0.74148 2.30677 -2.53029
H 0.80996 3.33137 -1.58475
O 0.63730 2.36397 -1.53961
H 3.36636 -0.32695 -1.09262
H 2.90217 -1.71344 -1.00305
O 2.53081 -0.82186 -1.03692

---

Entry B
18
Properties=species:S:1:pos:R:3 method="wB97M-V/def2-TZVPD" homo_energy_ha="-0.627 / -0.626" total_charge=+2 spin_multiplicity=2 gap_ev="8.55 / 1.48"
C -1.21274 -1.46975 -1.38422
N -1.47995 -0.36564 -0.75827
H -1.76056 -1.69640 -2.30295
H -0.58780 -2.30976 -1.07360
H -0.86807 -0.15354 0.08439
H -1.96297 0.48266 -1.21373
H -3.88128 2.75548 -0.65737
H -2.96434 2.94001 -1.65537
O -3.40137 2.25015 -1.25423
H 1.51763 -3.14397 -1.28725
H 1.89561 -1.97319 -2.32265
O 1.12689 -2.34612 -1.71739
H 1.65831 0.48785 0.44633
H 0.54937 0.43702 1.55730
O 0.74041 0.27464 0.55482
H 4.16704 0.41089 4.21789
H 3.50518 1.57541 4.96949
O 3.58006 1.26702 4.02315

---

We find entry A to be the most stable, with the next structure 7.4 kcal/mol higher.